# C24H26FN3O3S

One molecule with the formula C24H26FN3O3S (wB97M-V/def2-TZVPD, the OMol25 dataset).

Output
E	-1818.26550	Ha
structure (SMILES)	O=C(CCCn1c(SCc2ccccc2F)nc2ccccc2c1=O)NC[C@H]1CCCO1
energy relative to the best compared isomer or geometry (same formula, charge and spin)	0.032	eV
F_max	0.9	eV/Å
molecular weight	455.6	g/mol

CARTESIAN COORDINATES (ANGSTROEM)
1 O -2.492 -0.348 1.756
2 C -1.363 0.042 1.971
3 C -1.048 1.192 2.919
4 C -2.103 2.294 2.813
5 C -1.974 3.114 1.527
6 N -2.121 2.277 0.352
7 C -1.065 1.827 -0.373
8 S 0.527 2.478 0.026
9 C 1.537 1.731 -1.315
10 C 2.933 1.520 -0.837
11 C 3.271 0.435 -0.035
12 C 4.566 0.262 0.420
13 C 5.554 1.172 0.082
14 C 5.245 2.259 -0.716
15 C 3.945 2.419 -1.157
16 F 3.657 3.483 -1.938
17 N -1.127 0.986 -1.341
18 C -2.347 0.458 -1.669
19 C -2.426 -0.515 -2.670
20 C -3.648 -1.046 -3.010
21 C -4.813 -0.625 -2.370
22 C -4.749 0.333 -1.383
23 C -3.519 0.882 -1.023
24 C -3.433 1.872 0.041
25 O -4.371 2.354 0.636
26 N -0.281 -0.512 1.381
27 C -0.382 -1.638 0.487
28 C 0.483 -2.808 0.973
29 C 0.393 -4.023 0.037
30 C 1.661 -3.897 -0.806
31 C 2.626 -3.281 0.202
32 O 1.849 -2.394 0.986
33 H -1.066 0.782 3.931
34 H -0.051 1.592 2.724
35 H -2.018 2.975 3.660
36 H -3.092 1.832 2.833
37 H -1.008 3.621 1.481
38 H -2.777 3.856 1.497
39 H 1.029 0.800 -1.563
40 H 1.499 2.417 -2.160
41 H 2.513 -0.286 0.231
42 H 4.800 -0.588 1.043
43 H 6.564 1.038 0.436
44 H 5.992 2.985 -0.998
45 H -1.518 -0.831 -3.160
46 H -3.708 -1.800 -3.783
47 H -5.763 -1.054 -2.649
48 H -5.632 0.674 -0.864
49 H 0.650 -0.209 1.621
50 H -0.063 -1.341 -0.519
51 H -1.435 -1.926 0.457
52 H 0.187 -3.060 2.000
53 H 0.416 -4.947 0.616
54 H -0.516 -4.004 -0.558
55 H 1.500 -3.212 -1.640
56 H 2.015 -4.849 -1.192
57 H 3.060 -4.059 0.846
58 H 3.434 -2.707 -0.256